Here is a molecular structure, C24H29BiBr2ClF6N4O9S3Si in a non-equilibrium geometry from the Open Molecules 2025 dataset. Energies are from the ωB97M-V functional and the def2-TZVPD basis.

XYZ file:
```
80
Properties=species:S:1:pos:R:3:lowdin_charge:R:1
H -3.1184 -2.3276 -7.5260 0.10
F 1.0382 -2.7904 4.3600 0.15
C -2.7171 -1.2260 -5.7270 -0.09
C -3.4500 3.8862 -1.8152 -0.08
C 1.6133 -2.2053 5.3922 -0.67
Si -2.0895 0.2462 -3.3095 0.57
H 0.8342 3.2049 3.7057 0.01
C -4.5386 1.7077 -3.1403 -0.10
O 1.9946 -3.6639 -0.6702 -0.48
C -1.9353 1.0160 -6.0235 -0.10
C -3.1708 1.7112 -2.8552 -0.27
H -6.4125 2.7348 -2.9757 0.10
C -2.6410 2.8203 -2.1931 -0.10
C -2.5873 -1.3289 -2.3652 -0.23
S 2.7315 -0.6252 2.2469 0.55
H -1.5826 2.8561 -1.9504 0.08
C 4.5808 -0.2009 2.1917 -0.64
C -0.3503 0.5157 -2.7592 -0.44
H 4.3676 3.3676 -1.5465 0.09
C -4.8067 3.8576 -2.0962 -0.09
H -2.9938 -2.0558 -5.0845 0.09
H 0.0566 1.5001 -2.9835 -0.01
H -3.5911 -1.6900 -2.6079 0.08
H -3.3328 -4.2483 0.2984 0.12
F 0.7060 -1.9061 6.3152 0.13
H -1.7103 1.6788 -8.0512 0.10
N 1.7078 1.8075 -1.0575 0.09
H -2.4737 -0.4674 -9.0188 0.10
H -3.2480 -0.2344 0.7844 0.10
C 1.1469 2.9149 2.7125 -1.05
H 4.5362 2.5950 0.0454 0.05
O 2.7049 -2.0499 2.0261 -0.35
C -1.9992 0.8632 -7.3995 -0.09
O -0.2627 -1.2206 2.1584 -0.45
S 1.9387 -2.2256 -0.4763 0.80
H -4.3568 -2.3418 1.5076 0.11
H -5.4459 4.6755 -1.7884 0.10
O -1.1235 0.9181 2.6622 -0.44
N 0.6037 -1.6424 -0.8434 -0.56
O 2.2538 0.1625 1.1255 -0.45
C -2.2899 -0.0251 -5.1594 -0.24
O 2.4177 0.2107 6.0549 -0.27
Br -0.0832 3.6486 1.4386 0.56
H 1.1522 1.8380 2.6002 -0.06
O 3.9785 -1.2860 4.8505 -0.29
Bi -0.3682 0.1878 -0.4920 1.69
C -5.3509 2.7652 -2.7635 -0.09
F 2.4587 -3.0915 5.9474 0.11
F 4.9249 0.7200 3.0853 0.11
C -2.2495 -2.4769 -0.2065 -0.20
H 0.3266 -0.2450 -3.1519 0.01
Cl -1.1722 -0.4799 3.0346 0.66
S 2.6709 -0.6982 4.9830 0.61
C -4.6505 -2.5344 0.4724 -0.19
H -5.5951 -0.5886 0.2818 0.12
C 4.2258 2.4447 -0.9856 -0.05
H -5.5789 -3.1096 0.4759 0.11
H -1.4131 -2.9955 -0.6677 0.10
Br 2.9403 3.5660 2.4409 0.62
F 4.8433 0.3345 0.9698 0.07
H -3.6599 0.5401 -0.7526 0.10
C 2.8190 2.0804 -1.0154 -0.22
H -4.9767 0.8560 -3.6526 0.11
O -0.8015 -0.6502 4.4040 -0.31
C -4.8509 -1.1959 -0.2377 -0.17
C -3.5278 -3.3074 -0.2189 -0.17
C -3.5364 -0.4181 -0.2520 -0.19
H -1.5987 1.9609 -5.6064 0.10
N -2.4205 -1.1635 -0.8946 -0.31
F 5.3676 -1.2592 2.3085 0.14
H -5.2212 -1.3669 -1.2540 0.10
H -3.8163 -3.5540 -1.2465 0.11
O -2.5175 -0.9814 2.8200 -0.36
C -2.7883 -1.3855 -7.1056 -0.09
C -2.4272 -0.3418 -7.9442 -0.10
H 4.8195 1.6485 -1.4300 0.09
N 2.2068 -0.0357 3.5950 -0.29
H -1.8778 -2.1014 -2.6800 0.10
H -1.9701 -2.2741 0.8272 0.09
H -3.0134 4.7263 -1.2888 0.10
```

Calculated values
Net charge = -1
Lowest unoccupied orbital energy = 1.985 eV
Energy above the lowest of the compared OMol25 structures with the same formula, charge and spin = 19.1 kJ/mol
F_max = 0.0199 Eh/bohr
Electronic energy = -9734.0423 hartree

***

Here is a molecular structure, C24H29BiClN4P in a non-equilibrium geometry from the Open Molecules 2025 dataset. Energies are from the ωB97M-V functional and the def2-TZVPD basis.

XYZ file:
```
60
Properties=species:S:1:pos:R:3:lowdin_charge:R:1
H -1.8400 -1.5914 -4.3325 0.12
C 0.2539 -3.5699 3.1071 -0.13
H 3.5267 1.0666 -4.6322 0.12
C -2.0658 -2.9580 3.0571 -0.13
C -1.5351 -0.6241 3.2138 -0.17
H -4.4076 -0.0229 -1.2512 0.12
H 1.3069 1.5167 -3.5939 0.13
H -2.3451 -0.4062 2.4934 0.14
C -1.9752 -1.0072 -3.4294 -0.04
H -1.3526 0.2386 3.8678 0.06
H 1.4346 5.9283 -0.0438 0.13
H -2.4482 1.0012 -0.1232 0.11
H -2.2674 -3.8582 3.6490 0.14
C 3.3725 0.8384 -3.5799 -0.03
H -0.3781 6.8307 -1.5110 0.13
C 1.9305 0.7867 -1.6420 -0.37
N -1.8429 -1.8274 4.0043 -0.07
C -0.9158 3.4739 -1.9454 -0.07
N 0.5573 -2.4855 4.0774 -0.07
C -1.0728 4.8501 -2.0881 -0.04
N -0.8776 -3.2337 2.1903 -0.06
P 0.3390 1.1940 -0.8596 0.89
H -1.8862 5.2398 -2.6923 0.12
C 0.1090 2.9667 -1.1311 -0.39
H -1.5959 2.7883 -2.4592 0.11
H -0.0285 -4.4602 3.6805 0.14
Cl 0.2974 2.2896 4.0294 -0.07
H 1.7786 -1.5048 2.6271 0.12
H 5.4030 0.1364 -3.2826 0.13
N -0.2805 -0.8852 2.3762 -0.31
C -3.4159 -0.1266 -1.6939 -0.06
H 0.1448 -0.6134 -3.2184 0.11
H -0.4606 -1.3301 5.5573 0.14
H 2.8580 0.0750 0.2097 0.04
H 5.0557 -0.3403 -0.8499 0.12
H 1.7850 3.4900 0.1626 0.09
C -0.6680 -2.1617 4.8653 -0.12
H 0.2095 -5.1739 -4.4369 0.00
C -0.5459 -2.0212 1.4163 -0.15
H 1.1526 -3.7920 2.5134 0.14
H -0.9255 -3.0473 5.4574 0.14
H 0.3581 -2.1693 0.8089 0.13
H -1.3890 -1.7092 0.7816 0.12
C -0.8571 -0.4543 -2.8001 -0.06
C 2.9946 0.2793 -0.8717 -0.13
H 1.0013 -5.1377 -4.4015 0.00
C 4.4308 0.3132 -2.8170 -0.02
C -3.2573 -0.8417 -2.8865 -0.03
C 4.2312 0.0477 -1.4555 -0.05
C -0.2211 5.7487 -1.4172 -0.02
H -2.9385 -2.7362 2.4252 0.14
C 0.7976 5.2374 -0.6047 -0.05
H 1.1399 -0.4539 3.9926 0.08
C -2.3142 0.4376 -1.0633 -0.13
C 0.9806 3.8690 -0.4793 -0.12
C 2.1295 1.0870 -3.0002 -0.08
C -1.0264 0.3086 -1.6327 -0.39
C 0.9247 -1.2837 3.2961 -0.23
Bi 0.7519 1.0815 1.7491 1.47
H -4.1202 -1.2941 -3.3825 0.13
```

Calculated values
Net charge = +2
Lowest unoccupied orbital energy (spin up / spin down) = -9.062 / -9.061 eV
F_max = 0.0433 Eh/bohr
Electronic energy = -2166.4769 hartree

***

Here is C24H29ClN4O4 in the gas phase in a non-equilibrium geometry from the Open Molecules 2025 dataset. Energies are from the ωB97M-V functional and the def2-TZVPD basis.

XYZ file:
```
62
Properties=species:S:1:pos:R:3:lowdin_charge:R:1
C -2.0872 2.1726 -1.2592 -0.32
C -5.3518 0.8023 -2.1716 0.01
C 5.0825 -0.5506 -2.2779 -0.20
H -1.6903 -2.8396 3.6342 0.06
C 5.8333 -0.6413 -0.9531 -0.19
H 4.5469 0.3979 -2.3398 0.11
H -0.8607 0.6386 2.8834 0.12
H 3.2501 -1.6078 -2.8606 0.11
H -6.0689 1.3927 -1.6099 0.09
H 6.3757 0.2715 -0.7119 0.11
O 1.2634 -2.7222 0.4481 0.05
H -3.0083 -3.9229 -0.8940 0.11
C 0.9804 1.4894 0.8686 -0.45
N -1.0765 2.8735 -0.6313 0.17
H 0.1471 0.0103 -0.8374 0.15
C -1.5316 -2.4484 -0.4156 0.00
H -3.9918 2.7344 -0.2413 0.11
H -5.5733 0.8696 -3.2348 0.09
H 0.8363 0.1967 3.1936 0.14
H -4.4635 -0.3281 0.8983 0.11
C 0.2239 3.8113 1.1688 -0.07
C -1.4639 -1.8025 3.4636 0.03
C -2.8206 -2.9475 -0.4739 -0.08
H 3.4815 -2.7151 -0.3314 0.14
H 0.0544 4.6078 1.8930 0.13
N 2.3557 -1.0350 -0.5791 0.11
C -3.8700 -2.1809 0.0000 -0.67
O 1.4887 1.6594 -0.2391 0.01
O -2.1090 3.2479 1.3576 0.08
C -1.2792 -1.1935 0.1231 -0.17
C -1.1187 3.3050 0.6648 -0.47
H -2.1927 0.5523 0.9858 0.11
H 6.5476 -1.4650 -0.9922 0.11
C 4.7327 -0.9467 0.0657 -0.13
C -3.4801 2.1749 -0.9928 0.04
H 0.4498 2.3930 2.7835 0.10
C -2.3509 -0.4367 0.5861 -0.04
C 3.6322 -1.7022 -0.7120 -0.28
C 0.9578 2.6415 1.8567 -0.07
C -0.0328 0.0011 2.5504 -0.13
O -2.9730 0.8111 -2.6559 0.01
H 4.3152 -0.0161 0.4542 0.11
C 4.0941 -1.7091 -2.1802 -0.14
C 0.1036 -0.5946 0.0823 -0.13
H -2.1377 -1.0860 3.9057 0.07
H 2.3102 -0.0602 -0.8566 0.12
H -5.4384 -0.2427 -1.8766 0.07
C -0.4184 -1.4347 2.7471 -0.16
Cl -5.4896 -2.7862 -0.0916 0.67
N 0.3473 0.3438 1.1807 0.02
H 4.6021 -2.6484 -2.3997 0.11
H -0.7188 -3.0505 -0.7862 0.12
H 5.7404 -0.6337 -3.1413 0.11
C -3.6415 -0.9247 0.5354 -0.10
N -1.8010 1.3585 -2.2495 0.12
H 0.2415 -2.1737 2.3197 0.10
C 1.2871 -1.5907 0.0056 -0.42
H 1.9832 2.9428 2.0782 0.13
C -3.9785 1.2897 -1.9051 -0.32
H -0.1728 2.7862 -1.0832 0.14
H 5.1030 -1.5261 0.9094 0.11
H 0.8240 4.1878 0.3411 0.12
```

Calculated values
SMILES = C=CCN(C(=O)CCC(=O)Nc1cc(C)on1)[C@@H](C(=O)NC1CCCC1)c1ccc(Cl)cc1
Lowest unoccupied orbital energy = 0.594 eV
Energy above the lowest of the compared OMol25 structures with the same formula, charge and spin = 218.5 kJ/mol
F_max = 0.0258 Eh/bohr
Electronic energy = -1912.1376 hartree

***

Here is a molecular structure, C24H29Co2O8Si2 in a non-equilibrium geometry from the Open Molecules 2025 dataset. Energies are from the ωB97M-V functional and the def2-TZVPD basis.

XYZ file:
```
65
Properties=species:S:1:pos:R:3:lowdin_charge:R:1
H 1.9024 -3.2552 0.6119 0.10
H -1.5543 3.6565 -0.6719 0.03
C 0.5876 3.3299 -3.1197 -0.17
H 1.2467 2.8095 -3.8234 0.03
H 4.6018 1.9596 0.5980 0.03
Si -0.8811 2.3047 -2.6404 0.48
O -5.5022 -1.5299 2.9173 0.09
H 1.5920 -1.1122 -0.1729 0.07
H -2.9056 2.6545 -1.2588 0.03
C -2.3708 2.2175 3.9986 -0.17
H -0.9167 0.9679 -4.7099 0.04
C 3.9075 2.3778 -2.8456 -0.16
C 1.2571 -3.7705 1.3287 -0.05
C -0.8263 1.9997 1.6169 -0.09
O -2.4227 2.7163 5.0384 0.11
C -0.5140 -1.5257 -0.8592 -0.12
C -2.7616 -2.5896 1.1208 -0.15
H 3.3039 3.2908 -2.8992 0.02
O -0.4654 0.9584 -1.6366 -0.09
Si 3.4462 1.2627 -1.4302 0.45
H 0.4689 -6.8914 2.4535 0.09
H -2.1883 2.2151 -4.7385 0.03
H 3.8145 -1.1462 -0.9221 0.03
H -2.4305 4.1306 -2.1467 0.03
H 3.3235 3.1288 0.1732 0.04
C -0.4586 -3.6715 3.0484 -0.05
H 0.2172 4.2333 -3.6311 0.04
H -1.5178 -0.2411 4.1725 0.07
H -1.3854 -1.0511 -0.3808 0.05
C -4.4058 -1.3375 2.6128 -0.13
O 0.1664 2.2335 1.0631 0.11
C 0.6596 -0.7221 -0.5585 -0.14
O -3.8124 0.5578 -0.1914 0.06
C -0.9767 -0.9988 2.2083 -0.28
C -2.0528 3.2725 -1.5718 -0.15
C 0.2279 -1.5579 1.8965 -0.13
O 1.7593 1.1048 -1.7065 -0.11
H 2.0029 -5.7337 0.8668 0.09
C 1.3022 -5.1539 1.4622 -0.11
H -2.4205 0.7373 -3.7700 0.04
C 0.3500 -3.0019 2.0935 -0.23
H -0.4164 -2.5285 -0.4406 0.07
H 4.9596 2.6718 -2.7387 0.03
O -2.8089 -3.6353 0.6223 0.12
H -1.1062 -3.0825 3.7129 0.11
C -0.4373 -5.0603 3.1468 -0.10
O -4.1424 3.6585 1.5847 0.12
C 4.2630 -0.3891 -1.5770 -0.15
C -1.6782 1.4770 -4.1018 -0.15
C 0.6975 0.4571 -1.2675 -0.50
H 1.1751 3.6651 -2.2570 0.04
H 2.8926 1.5909 0.9640 0.04
C 0.4499 -5.8061 2.3654 -0.12
H 1.1352 -0.9532 1.8005 0.10
Co -2.3364 1.5125 2.3878 0.02
H -0.7403 -1.6077 -1.9388 0.09
C -3.4425 2.8017 1.9161 -0.18
H 5.3197 -0.2616 -1.2967 0.03
H 3.8165 1.8524 -3.8051 0.04
H -1.1221 -5.5498 3.8421 0.10
C 3.5683 2.0597 0.2366 -0.15
Co -2.7573 -1.0639 1.9855 0.07
C -3.2359 0.2651 0.7895 -0.20
H 4.2196 -0.7456 -2.6157 0.04
C -1.6415 -0.1575 3.0886 -0.26
```

Calculated values
Net charge = -1
Lowest unoccupied orbital energy = 2.362 eV
Energy above the lowest of the compared OMol25 structures with the same formula, charge and spin = 0.0 kJ/mol
F_max = 0.0804 Eh/bohr
Electronic energy = -4878.4429 hartree

***

Number 3 is which compound? C24H29ClN4O4

***

What did the fourth record say?
Here is a molecular structure, C24H29Co2O8Si2 in a non-equilibrium geometry from the Open Molecules 2025 dataset. Energies are from the ωB97M-V functional and the def2-TZVPD basis.

XYZ file:
```
65
Properties=species:S:1:pos:R:3:lowdin_charge:R:1
H 1.9024 -3.2552 0.6119 0.10
H -1.5543 3.6565 -0.6719 0.03
C 0.5876 3.3299 -3.1197 -0.17
H 1.2467 2.8095 -3.8234 0.03
H 4.6018 1.9596 0.5980 0.03
Si -0.8811 2.3047 -2.6404 0.48
O -5.5022 -1.5299 2.9173 0.09
H 1.5920 -1.1122 -0.1729 0.07
H -2.9056 2.6545 -1.2588 0.03
C -2.3708 2.2175 3.9986 -0.17
H -0.9167 0.9679 -4.7099 0.04
C 3.9075 2.3778 -2.8456 -0.16
C 1.2571 -3.7705 1.3287 -0.05
C -0.8263 1.9997 1.6169 -0.09
O -2.4227 2.7163 5.0384 0.11
C -0.5140 -1.5257 -0.8592 -0.12
C -2.7616 -2.5896 1.1208 -0.15
H 3.3039 3.2908 -2.8992 0.02
O -0.4654 0.9584 -1.6366 -0.09
Si 3.4462 1.2627 -1.4302 0.45
H 0.4689 -6.8914 2.4535 0.09
H -2.1883 2.2151 -4.7385 0.03
H 3.8145 -1.1462 -0.9221 0.03
H -2.4305 4.1306 -2.1467 0.03
H 3.3235 3.1288 0.1732 0.04
C -0.4586 -3.6715 3.0484 -0.05
H 0.2172 4.2333 -3.6311 0.04
H -1.5178 -0.2411 4.1725 0.07
H -1.3854 -1.0511 -0.3808 0.05
C -4.4058 -1.3375 2.6128 -0.13
O 0.1664 2.2335 1.0631 0.11
C 0.6596 -0.7221 -0.5585 -0.14
O -3.8124 0.5578 -0.1914 0.06
C -0.9767 -0.9988 2.2083 -0.28
C -2.0528 3.2725 -1.5718 -0.15
C 0.2279 -1.5579 1.8965 -0.13
O 1.7593 1.1048 -1.7065 -0.11
H 2.0029 -5.7337 0.8668 0.09
C 1.3022 -5.1539 1.4622 -0.11
H -2.4205 0.7373 -3.7700 0.04
C 0.3500 -3.0019 2.0935 -0.23
H -0.4164 -2.5285 -0.4406 0.07
H 4.9596 2.6718 -2.7387 0.03
O -2.8089 -3.6353 0.6223 0.12
H -1.1062 -3.0825 3.7129 0.11
C -0.4373 -5.0603 3.1468 -0.10
O -4.1424 3.6585 1.5847 0.12
C 4.2630 -0.3891 -1.5770 -0.15
C -1.6782 1.4770 -4.1018 -0.15
C 0.6975 0.4571 -1.2675 -0.50
H 1.1751 3.6651 -2.2570 0.04
H 2.8926 1.5909 0.9640 0.04
C 0.4499 -5.8061 2.3654 -0.12
H 1.1352 -0.9532 1.8005 0.10
Co -2.3364 1.5125 2.3878 0.02
H -0.7403 -1.6077 -1.9388 0.09
C -3.4425 2.8017 1.9161 -0.18
H 5.3197 -0.2616 -1.2967 0.03
H 3.8165 1.8524 -3.8051 0.04
H -1.1221 -5.5498 3.8421 0.10
C 3.5683 2.0597 0.2366 -0.15
Co -2.7573 -1.0639 1.9855 0.07
C -3.2359 0.2651 0.7895 -0.20
H 4.2196 -0.7456 -2.6157 0.04
C -1.6415 -0.1575 3.0886 -0.26
```

Calculated values
Net charge = -1
Lowest unoccupied orbital energy = 2.362 eV
Energy above the lowest of the compared OMol25 structures with the same formula, charge and spin = 0.0 kJ/mol
F_max = 0.0804 Eh/bohr
Electronic energy = -4878.4429 hartree

***

What is the electronic energy in the fourth record? -4878.4429 hartree